1.
A cluster of 2 separate species, C4H14N in total in a non-equilibrium geometry. Source: the Open Molecules 2025 dataset; level of theory: ωB97M-V/def2-TZVPD.

The highest occupied orbital energy comes out at -14.60 eV. As for the molecular weight: 76.2 g/mol. For the frontier orbital gap, the calculation gives 11.0 eV. The calculation puts the total energy at -5857.40044 eV. The energy relative to the best compared isomer or geometry (same formula, charge and spin) comes out at 140.2 kJ/mol. As for the net charge: +1. The largest force on an atom comes out at 3.224 eV/A.

CARTESIAN COORDINATES (ANGSTROEM)
C (1.326478, -0.544544, 2.046543)
C (2.545380, -0.008758, 1.258255)
H (1.431952, -0.563654, 3.082109)
H (0.535996, 0.224730, 1.791842)
H (1.130341, -1.559359, 1.764337)
H (2.763162, 1.056265, 1.553185)
H (2.337619, -0.010307, 0.174793)
H (3.388203, -0.657853, 1.547960)
C (-1.394453, -1.049716, -1.718870)
N (-1.856689, 0.462677, -1.561373)
C (-1.093334, 1.265615, -0.508966)
H (-2.085275, -1.696958, -2.215886)
H (-1.281813, -1.371836, -0.656665)
H (-0.392362, -1.054011, -2.132719)
H (-1.877893, 0.832393, -2.511064)
H (-2.770085, 0.425715, -1.108631)
H (-0.079105, 1.353062, -0.682176)
H (-1.494614, 2.299289, -0.396462)
H (-1.133507, 0.597251, 0.273788)

Forces on the atoms, in the same order (eV/Å):
C -0.36 2.07 -2.41
C 0.12 0.27 1.14
H 0.47 0.30 1.79
H 0.06 -1.40 0.49
H -0.64 -0.43 -0.48
H -0.05 -1.10 -0.25
H 0.33 -0.24 0.40
H 0.05 0.54 -0.69
C 0.96 1.53 2.67
N 0.55 -1.58 0.03
C -1.32 0.87 -1.73
H -0.60 0.22 -0.53
H -0.17 -0.03 -0.83
H -0.11 0.11 -0.37
H -0.32 0.53 0.29
H -0.39 0.05 -0.92
H 2.12 0.10 -1.18
H -0.17 -1.15 0.12
H -0.53 -0.66 2.48

Results of the Mulliken charge analysis, in e, for atoms 1 through 6:
1 C -0.630
2 C -0.811
3 H 0.372
4 H 0.017
5 H 0.259
6 H 0.266

2.
A structure of composition C23H17N5O2Ru in a non-equilibrium geometry. Source: the Open Molecules 2025 dataset; level of theory: ωB97M-V/def2-TZVPD.

The highest occupied orbital energy (spin up / spin down) comes out at -13.97 / -13.95 eV. Its expectation value of S² is 6.078. As for the molecular weight: 496.5 g/mol. For the frontier orbital gap (spin up / spin down), the calculation gives 6.7 / 4.3 eV. The calculation puts the total energy at -38238.87100 eV. The energy relative to the best compared isomer or geometry (same formula, charge and spin) comes out at 140.7 kJ/mol. The spin multiplicity is 5. As for the net charge: +2. The largest force on an atom comes out at 2.218 eV/A.

CARTESIAN COORDINATES (ANGSTROEM)
Ru (-0.522900, 0.268900, 0.673200)
C (-1.236500, -3.948500, 0.086000)
C (-1.426000, -2.597000, 0.387100)
N (-0.442100, -1.720300, 0.325100)
C (0.809200, -2.118700, -0.005100)
C (1.096600, -3.477300, -0.282100)
C (0.023700, -4.391600, -0.242000)
C (2.428100, -3.840000, -0.589000)
C (3.414600, -2.880100, -0.623100)
C (3.131800, -1.533000, -0.404800)
C (1.832900, -1.107900, -0.106900)
N (1.366100, 0.163900, 0.044500)
C (1.943700, 1.385400, -0.156600)
C (3.285400, 1.729800, -0.338600)
C (3.645200, 3.037700, -0.661200)
C (2.708700, 4.029800, -0.847300)
C (1.341800, 3.757600, -0.619600)
C (0.302200, 4.705000, -0.744400)
C (-0.994200, 4.338200, -0.455600)
C (-1.256500, 3.039100, -0.015200)
N (-0.298500, 2.136000, 0.099500)
C (0.978300, 2.451800, -0.216300)
H (-2.071500, -4.628500, 0.129800)
H (-2.399800, -2.220800, 0.699300)
H (0.205300, -5.430400, -0.473600)
H (2.656200, -4.871300, -0.806900)
H (4.433100, -3.163000, -0.843600)
H (3.940700, -0.829700, -0.482300)
H (4.068500, 1.003800, -0.207900)
H (4.693400, 3.266600, -0.775700)
H (3.007900, 5.023300, -1.140300)
H (0.532600, 5.709400, -1.069000)
H (-1.806100, 5.044200, -0.544600)
H (-2.260400, 2.725700, 0.265400)
C (-0.776100, 2.159100, 5.200200)
N (-0.577500, 0.810900, 4.727600)
C (-0.242400, -0.216500, 5.546100)
C (0.009400, -1.457100, 5.069500)
C (-0.016800, -1.710900, 3.625400)
O (0.267500, -2.770200, 3.102600)
N (-0.391600, -0.624300, 2.876700)
C (-0.716700, 0.559000, 3.386800)
O (-1.149700, 1.436600, 2.599400)
H (-0.880300, 2.167400, 6.282200)
H (-1.664900, 2.575800, 4.727400)
H (0.078300, 2.777000, 4.912200)
H (-0.200900, 0.011700, 6.603700)
H (0.248100, -2.285500, 5.716600)

Forces on the atoms, in the same order (eV/Å):
Ru -0.43 -0.24 2.16
C 0.20 -0.01 0.01
C -0.28 -0.42 0.07
N -0.03 -0.57 -0.35
C 0.23 -0.81 -0.12
C -0.30 0.69 0.19
C -0.17 0.26 0.10
C -0.17 0.06 0.00
C 0.13 0.35 0.02
C 0.22 -0.12 -0.09
C -0.24 -0.03 -0.02
N 0.26 -0.89 0.05
C 0.33 1.05 -0.23
C -0.37 -0.38 0.12
C -0.03 0.30 -0.07
C 0.12 -0.24 0.08
C -0.29 -0.51 0.24
C -0.23 -0.24 0.09
C 0.22 0.11 -0.04
C -0.28 0.29 0.04
N -0.23 1.01 -0.43
C 0.83 0.33 -0.29
H -0.08 -0.02 0.03
H 0.19 -0.09 -0.08
H -0.01 -0.11 0.01
H 0.05 -0.14 0.02
H 0.04 -0.02 -0.02
H 0.03 0.01 -0.02
H 0.04 0.01 -0.02
H 0.07 0.02 -0.05
H 0.06 0.12 -0.02
H 0.01 0.09 -0.01
H -0.03 -0.01 0.01
H 0.17 0.09 -0.01
C -0.07 0.77 -0.04
N -0.39 0.19 -1.50
C 0.43 -1.54 0.34
C -0.10 0.40 -0.01
C 0.30 -0.29 0.80
O 0.08 -0.29 -0.30
N -0.33 1.19 -1.20
C 0.35 -0.84 1.72
O -0.24 0.47 -1.47
H -0.04 -0.06 -0.06
H 0.01 0.00 0.20
H -0.07 0.01 0.13
H 0.00 0.03 -0.07
H 0.03 0.05 0.09

Results of the Mulliken charge analysis, in e, for atoms 1 through 6:
1 Ru 0.341
2 C -0.788
3 C -0.136
4 N 0.104
5 C 0.831
6 C 0.939

3.
The molecule C5H10N2 in a non-equilibrium geometry. Source: the Open Molecules 2025 dataset; level of theory: ωB97M-V/def2-TZVPD.

Its SMILES is CN1C[C@@H]2N[C@@H]2C1. The highest occupied orbital energy comes out at -8.79 eV. As for the molecular weight: 98.1 g/mol. For the frontier orbital gap, the calculation gives 9.9 eV. The calculation puts the total energy at -8324.73986 eV. The energy relative to the best compared isomer or geometry (same formula, charge and spin) comes out at 250.2 kJ/mol. As for the net charge: 0. The largest force on an atom comes out at 3.008 eV/A.

CARTESIAN COORDINATES (ANGSTROEM)
C (-1.935807, -0.044618, 0.358160)
C (-0.034015, 1.249134, -0.386661)
C (1.176493, 0.774830, 0.407883)
C (1.150632, -0.697301, 0.457319)
C (0.085553, -1.190749, -0.430836)
H (-1.399057, 0.331377, 1.326972)
H (-2.830523, 0.619493, 0.001118)
H (-2.290083, -1.196447, 0.510477)
H (-0.715286, 1.939868, 0.144806)
H (0.192721, 1.618112, -1.393232)
H (1.603462, 1.432535, 1.190429)
H (1.978928, 0.007014, -1.259221)
H (1.449909, -1.308228, 1.319057)
H (0.619606, -1.371789, -1.353811)
H (-0.411704, -2.078060, 0.025720)
N (-0.873207, -0.052722, -0.683857)
N (2.232376, -0.032448, -0.234324)

Forces on the atoms, in the same order (eV/Å):
C -0.18 -1.51 0.41
C -0.94 -1.85 -1.16
C 0.38 1.19 1.11
C 1.02 -0.43 1.61
C -1.40 0.44 0.10
H -1.68 -0.67 -1.12
H 1.71 -1.20 0.98
H 0.51 2.96 -0.24
H 0.72 -0.18 -0.28
H 0.28 0.39 0.35
H -0.66 -0.58 -0.31
H 0.74 -0.41 1.17
H -0.09 0.44 -0.27
H -0.52 -0.83 -0.57
H 0.16 0.58 -0.86
N 0.42 0.70 1.09
N -0.48 0.96 -2.01

Results of the Mulliken charge analysis, in e, for atoms 1 through 6:
1 C -0.746
2 C -0.877
3 C -0.061
4 C 0.146
5 C -0.844
6 H 0.322

4.
The molecule C4H12N2 in a non-equilibrium geometry. Source: the Open Molecules 2025 dataset; level of theory: ωB97M-V/def2-TZVPD.

Its SMILES is CNCCCN. The highest occupied orbital energy comes out at -8.58 eV. As for the molecular weight: 88.2 g/mol. For the frontier orbital gap, the calculation gives 9.6 eV. The calculation puts the total energy at -7322.26604 eV. The energy relative to the best compared isomer or geometry (same formula, charge and spin) comes out at 73.6 kJ/mol. As for the net charge: 0. The largest force on an atom comes out at 1.480 eV/A.

CARTESIAN COORDINATES (ANGSTROEM)
C (-1.710998, 0.568115, 0.175232)
C (-1.044706, -0.270482, -0.924929)
C (0.394559, -0.664892, -0.647584)
C (2.605810, 0.038523, 0.076190)
N (1.300360, 0.454514, -0.480109)
N (-1.932553, -0.167182, 1.406008)
H (-1.051841, 1.438500, 0.317373)
H (-2.624106, 1.012365, -0.222053)
H (-1.145536, 0.266267, -1.869547)
H (-1.609994, -1.204568, -1.018461)
H (0.464254, -1.398315, 0.170009)
H (0.739525, -1.259007, -1.509904)
H (3.070818, 0.907199, 0.534424)
H (3.210182, -0.273166, -0.774191)
H (2.489182, -0.796243, 0.767977)
H (0.909584, 1.219444, 0.031575)
H (-1.244106, 0.051647, 2.121715)
H (-2.820435, 0.077286, 1.846272)

Forces on the atoms, in the same order (eV/Å):
C 0.84 0.59 -0.63
C -0.57 -0.33 0.42
C 0.22 -0.31 -0.62
C -0.95 0.56 -0.99
N 0.62 -0.45 0.05
N -0.44 0.02 0.84
H -0.19 0.04 0.24
H -0.22 -0.30 0.14
H 0.24 0.04 -0.05
H -0.03 0.11 -0.08
H -0.25 0.27 0.37
H 0.00 0.22 0.02
H 0.17 -0.14 0.18
H 0.32 -0.20 0.16
H 0.18 0.01 0.28
H -0.26 0.08 0.39
H 0.07 -0.11 -0.34
H 0.23 -0.11 -0.38

Results of the Mulliken charge analysis, in e, for atoms 1 through 6:
1 C -0.448
2 C -0.622
3 C -0.625
4 C -0.860
5 N -0.337
6 N -0.594

5.
A cluster of 2 separate species, C4H10N2O2 in total in a non-equilibrium geometry. Source: the Open Molecules 2025 dataset; level of theory: ωB97M-V/def2-TZVPD.

Its SMILES is CC(N)=O.CC(N)=O. The highest occupied orbital energy comes out at -9.58 eV. As for the molecular weight: 118.1 g/mol. For the frontier orbital gap, the calculation gives 10.5 eV. The calculation puts the total energy at -11385.65456 eV. The energy relative to the best compared isomer or geometry (same formula, charge and spin) comes out at 120.4 kJ/mol. As for the net charge: 0. The largest force on an atom comes out at 4.106 eV/A.

CARTESIAN COORDINATES (ANGSTROEM)
C (0.814199, -1.506600, 0.907561)
C (1.448692, -2.684612, 1.726935)
C (-0.832494, 1.561323, -0.936000)
C (-1.365523, 2.790210, -1.625379)
H (1.158845, -0.129384, -0.772135)
H (2.466009, -1.134771, -0.041643)
H (1.034004, -2.553696, 2.854133)
H (2.568460, -3.018768, 1.713817)
H (0.967454, -3.612750, 1.232339)
H (-1.200230, 0.087821, 0.405724)
H (-2.557584, 1.100504, 0.141595)
H (-2.385849, 3.132768, -1.349574)
H (-1.228847, 2.709027, -2.768795)
H (-0.698062, 3.545837, -1.272159)
N (1.417734, -1.025990, -0.167950)
N (-1.615552, 0.820550, -0.139192)
O (-0.308945, -1.156391, 1.286371)
O (0.317689, 1.074925, -1.195647)

Forces on the atoms, in the same order (eV/Å):
C -0.74 -0.44 1.39
C -0.44 -1.38 1.00
C 1.17 -2.91 -0.74
C -0.04 -0.10 -1.16
H -0.57 -1.85 1.92
H -1.81 -0.09 -0.74
H 1.12 -0.53 -2.82
H -1.81 1.46 -0.08
H 0.36 1.35 1.09
H 0.62 -0.88 0.37
H 0.70 0.11 -0.39
H 0.57 -0.68 -0.22
H -0.28 0.02 1.93
H 0.51 0.88 -0.08
N 3.87 0.92 -1.02
N -1.52 1.67 -0.01
O 0.17 -0.21 -0.16
O -1.90 2.66 -0.29

Results of the Mulliken charge analysis, in e, for atoms 1 through 6:
1 C 0.593
2 C -0.889
3 C 0.678
4 C -0.942
5 H 0.407
6 H 0.245

6.
The molecule C4H3ClS in a non-equilibrium geometry. Source: the Open Molecules 2025 dataset; level of theory: ωB97M-V/def2-TZVPD.

Its SMILES is S=CC#CCCl. The highest occupied orbital energy comes out at -8.95 eV. As for the molecular weight: 118.6 g/mol. For the frontier orbital gap, the calculation gives 7.8 eV. The calculation puts the total energy at -27551.00634 eV. The energy relative to the best compared isomer or geometry (same formula, charge and spin) comes out at 58.2 kJ/mol. As for the net charge: 0. The largest force on an atom comes out at 3.577 eV/A.

CARTESIAN COORDINATES (ANGSTROEM)
C (-1.720437, 0.239114, -0.170310)
C (-0.340247, 0.305994, -0.359264)
C (0.840372, 0.356805, -0.057800)
C (2.119419, 0.000604, 0.273779)
H (-1.952771, 0.917489, 0.695550)
H (-2.273954, 0.595412, -1.101081)
H (2.756751, 0.555608, 0.865596)
S (2.714201, -1.413952, -0.190662)
Cl (-2.143331, -1.557071, 0.044195)

Forces on the atoms, in the same order (eV/Å):
C -2.45 0.40 -1.15
C 3.38 0.49 1.05
C -2.96 0.26 -0.99
C 0.81 -1.46 -0.72
H -0.38 -1.19 -0.62
H 0.43 -0.54 1.36
H 0.85 1.73 1.25
S 0.44 -0.94 -0.35
Cl -0.12 1.26 0.18

Results of the Mulliken charge analysis, in e, for atoms 1 through 6:
1 C -0.278
2 C 0.228
3 C 0.141
4 C -0.613
5 H 0.273
6 H 0.263

7.
The molecule C4H5NO2S in a non-equilibrium geometry. Source: the Open Molecules 2025 dataset; level of theory: ωB97M-V/def2-TZVPD.

Its SMILES is O=C[C@H]1NC(=O)[C@H]1S. The highest occupied orbital energy comes out at -9.83 eV. As for the molecular weight: 131.2 g/mol. For the frontier orbital gap, the calculation gives 10.1 eV. The calculation puts the total energy at -20647.67739 eV. The energy relative to the best compared isomer or geometry (same formula, charge and spin) comes out at 241.4 kJ/mol. As for the net charge: 0. The largest force on an atom comes out at 5.375 eV/A.

CARTESIAN COORDINATES (ANGSTROEM)
C (0.692857, 0.545894, 0.550032)
C (-0.403298, -0.514688, 0.306005)
C (1.613021, -0.426916, -0.089537)
C (-1.605943, -0.120682, -0.614472)
H (-0.548139, 2.581911, 0.441194)
H (0.901729, 0.725804, 1.666635)
H (-0.975864, -0.887502, 1.206837)
H (0.654917, -2.222695, -0.731918)
H (-1.423592, 0.253569, -1.679983)
N (0.549120, -1.311762, -0.424595)
O (2.793649, -0.525444, -0.282540)
O (-2.737487, -0.202255, -0.014842)
S (0.489035, 2.104767, -0.332821)

Forces on the atoms, in the same order (eV/Å):
C -0.92 0.91 2.42
C -2.86 0.02 -0.68
C 0.82 -2.09 -1.51
C -3.38 0.13 3.28
H 0.70 -0.39 -0.48
H -0.18 -0.30 -1.73
H 1.24 -0.04 -0.70
H -0.26 -2.09 -0.43
H -0.49 -0.65 1.22
N 2.13 3.09 1.39
O -0.53 0.33 0.20
O 4.13 0.57 -3.39
S -0.40 0.51 0.41

Results of the Mulliken charge analysis, in e, for atoms 1 through 6:
1 C 0.037
2 C 0.191
3 C 0.126
4 C -0.126
5 H 0.168
6 H 0.306